Entry from OMol25: C35H52N5O4P2PdS10Te as an isolated structure at a distorted geometry (ωB97M-V/def2-TZVPD).

Atoms and positions in Å:
Pd -1.238 1.692 -0.193
S -5.869 -3.222 2.820
C -5.050 -2.032 2.071
S -4.489 -2.124 0.436
C -3.642 -0.601 0.358
C -3.733 0.190 1.527
S -3.033 1.690 1.743
S -4.636 -0.530 2.834
S -2.816 -0.183 -1.030
C 1.907 -1.048 -4.013
N 0.622 -0.480 -3.640
C -0.523 -1.228 -4.157
P 0.411 1.125 -3.361
O -0.925 1.431 -2.812
O 1.667 1.372 -2.369
P 1.849 2.746 -1.521
O 0.537 3.325 -1.172
N 2.841 2.206 -0.339
C 3.075 3.208 0.707
C 2.864 0.826 0.151
N 2.729 3.782 -2.437
C 2.273 5.136 -2.705
C 4.123 3.525 -2.751
N 0.744 2.106 -4.634
C 2.023 2.073 -5.323
C -0.337 2.719 -5.401
H 1.945 -2.086 -3.674
H 2.722 -0.513 -3.529
H 2.066 -1.041 -5.097
H -0.494 -2.242 -3.753
H -0.504 -1.290 -5.251
H -1.452 -0.764 -3.838
H 3.141 4.204 0.268
H 4.024 2.990 1.199
H 2.265 3.215 1.441
H 2.883 0.129 -0.682
H 2.005 0.591 0.789
H 3.782 0.693 0.726
H 1.267 5.266 -2.326
H 2.268 5.337 -3.779
H 2.934 5.863 -2.221
H 4.382 2.488 -2.546
H 4.786 4.163 -2.156
H 4.313 3.727 -3.808
H 2.798 1.649 -4.688
H 2.325 3.091 -5.579
H 1.969 1.491 -6.249
H -1.274 2.631 -4.858
H -0.443 2.236 -6.378
H -0.124 3.779 -5.559
C 0.455 1.626 3.583
C -0.011 1.642 2.148
O -0.175 2.756 1.584
N -0.220 0.533 1.420
Te -0.813 -1.267 2.537
C -1.746 -3.272 2.791
C -2.239 -3.540 4.075
C -2.266 -2.532 5.201
C -2.735 -4.815 4.341
C -2.789 -5.801 3.368
C -3.356 -7.163 3.670
C -2.344 -5.485 2.092
C -1.836 -4.229 1.776
C -1.413 -3.976 0.355
C 1.024 -2.152 1.962
C 1.806 -2.764 2.951
C 1.409 -2.874 4.403
C 3.024 -3.338 2.587
C 3.478 -3.330 1.279
C 4.803 -3.941 0.904
C 2.676 -2.725 0.320
C 1.459 -2.129 0.631
C 0.697 -1.497 -0.507
H 0.800 2.621 3.853
H 1.250 0.895 3.736
H -0.376 1.355 4.239
H -2.672 -1.571 4.886
H -1.268 -2.348 5.606
H -2.891 -2.903 6.012
H -3.110 -5.031 5.337
H -3.530 -7.292 4.737
H -2.680 -7.952 3.337
H -4.307 -7.310 3.155
H -2.414 -6.231 1.306
H -2.032 -4.557 -0.329
H -0.370 -4.261 0.196
H -1.518 -2.925 0.087
H 0.729 -2.083 4.715
H 2.292 -2.826 5.040
H 0.907 -3.827 4.593
H 3.629 -3.804 3.358
H 5.250 -4.468 1.747
H 5.507 -3.173 0.578
H 4.691 -4.650 0.082
H 3.002 -2.720 -0.718
H 1.110 -0.517 -0.746
H -0.359 -1.331 -0.295
H 0.773 -2.121 -1.399
C -5.032 4.977 0.900
S -3.676 6.164 0.826
C -2.965 5.934 -0.726
C -2.805 4.760 -1.476
S -3.387 3.248 -1.117
S -1.872 4.990 -2.942
C -1.565 6.676 -2.811
S -0.786 7.576 -3.928
S -2.246 7.363 -1.368
H -5.616 5.303 1.760
H -4.669 3.963 1.052
H -5.639 5.038 0.001

Summary:
Gap between HOMO and LUMO (alpha / beta), eV: 6.63 / 5.46
E_HOMO (alpha / beta), eV: -6.9 / -7.9
Energy above the lowest of the compared OMol25 structures with the same formula, charge and spin, kcal per mole: 15.0
2S+1: 6
DFT total energy, eV: -190484.3203
Net charge: 0
E_LUMO (alpha / beta), eV: -0.225 / -2.444


Entry from OMol25: one molecule with the formula C5H10N2 at a distorted geometry (ωB97M-V/def2-TZVPD).

Atoms and positions in Å:
C 2.685 0.120 0.037
N 1.800 -0.804 -0.145
N 0.499 -0.390 -0.254
C -0.520 -1.335 0.148
C -1.766 -0.581 -0.215
C -1.384 0.886 0.043
C 0.146 1.047 -0.095
H 3.773 -0.305 -0.165
H 2.545 1.253 0.178
H -0.414 -1.625 1.158
H -0.398 -2.316 -0.337
H -2.108 -0.826 -1.246
H -2.585 -0.814 0.567
H -1.626 1.153 1.064
H -1.942 1.546 -0.647
H 0.568 1.628 -0.915
H 0.728 1.364 0.824

Summary:
Gap between HOMO and LUMO, eV: 9.13
SMILES: C=NN1CCCC1
E_HOMO, eV: -8.1
Energy above the lowest of the compared OMol25 structures with the same formula, charge and spin, kcal per mole: 51.2
2S+1: 1
DFT total energy, eV: -8325.1134
Net charge: 0
E_LUMO, eV: 1.030


Entry from OMol25: C5H6O as an isolated structure (ωB97M-V/def2-TZVPD).

Atoms and positions in Å:
O 2.295 -0.479 0.717
C 1.196 -0.212 0.322
C 0.650 0.750 -0.718
C -0.738 0.596 -0.041
C -1.766 -0.326 -0.411
C -0.187 -0.650 0.838
H 1.114 1.740 -0.704
H 0.674 0.346 -1.736
H -1.010 1.409 0.635
H -1.389 -0.911 -1.277
H -0.441 -1.654 0.469
H -0.399 -0.608 1.906

Summary:
Gap between HOMO and LUMO, eV: 9.42
E_HOMO, eV: -8.7
Energy above the lowest of the compared OMol25 structures with the same formula, charge and spin, kcal per mole: 97.3
2S+1: 1
DFT total energy, eV: -7325.0657
Net charge: 0
E_LUMO, eV: 0.674


Entry from OMol25: a 9-piece molecular cluster, C46H118F3N8O19 overall at a distorted geometry (ωB97M-V/def2-TZVPD).

Atoms and positions in Å:
N 0.701 -0.624 -0.725
O 0.165 -1.011 -1.747
O 1.837 -0.189 -0.816
O 0.147 -0.745 0.360
C 4.135 -3.311 4.114
O 3.422 -3.743 2.984
O 3.277 -2.645 5.036
C 5.049 -4.472 4.579
F 5.811 -4.256 5.707
F 4.381 -5.533 4.918
F 5.886 -4.950 3.576
C 3.070 -2.707 2.039
C 2.419 -3.460 0.827
H 2.235 -2.721 0.048
H 3.073 -4.219 0.396
H 1.470 -3.895 1.139
H 3.986 -2.263 1.649
H 2.338 -1.994 2.420
H 4.895 -2.613 3.764
C 1.341 2.553 1.524
O 1.047 3.339 2.723
C -0.294 3.253 3.087
C -1.358 3.988 2.197
N -0.993 5.507 2.091
H -0.654 5.911 2.953
H -0.225 5.656 1.453
C -2.166 6.441 1.774
C -2.616 6.263 0.357
O -3.199 4.982 0.288
C -4.553 4.944 0.613
H 0.757 2.820 0.644
H 1.075 1.549 1.855
H 2.416 2.574 1.345
H -0.317 3.568 4.131
H -0.787 2.288 3.201
H -2.372 3.908 2.589
H -1.293 3.699 1.148
H -1.780 7.456 1.873
H -2.913 6.313 2.557
H -1.752 6.357 -0.300
H -3.316 7.043 0.057
H -4.688 5.331 1.623
H -4.859 3.900 0.680
H -5.245 5.455 -0.056
C -3.014 7.609 -2.867
O -1.691 7.297 -3.146
C -0.765 8.381 -2.910
C 0.625 7.977 -3.354
N 0.938 6.604 -2.671
H 0.990 6.619 -1.662
H 0.317 5.905 -3.053
C 2.340 6.082 -3.003
C 2.365 4.592 -2.608
O 1.161 3.940 -2.956
C 1.213 2.578 -2.636
H -3.047 8.155 -1.924
H -3.529 6.653 -2.776
H -3.514 8.224 -3.615
H -0.782 8.613 -1.845
H -1.179 9.201 -3.497
H 1.448 8.597 -2.997
H 0.751 7.885 -4.432
H 3.103 6.696 -2.523
H 2.425 6.058 -4.090
H 2.521 4.613 -1.529
H 3.275 4.150 -3.013
H 2.126 2.096 -2.983
H 0.347 2.014 -2.981
H 1.113 2.382 -1.568
C 11.264 3.193 -2.387
O 10.209 2.267 -2.511
C 9.665 1.983 -1.295
C 8.649 0.819 -1.367
N 7.559 0.997 -2.388
H 7.919 1.179 -3.314
H 7.195 0.060 -2.488
C 6.501 2.080 -2.173
C 5.355 1.582 -1.344
O 5.762 1.429 0.021
C 4.863 0.559 0.727
H 11.616 3.165 -3.418
H 12.110 2.856 -1.787
H 10.986 4.184 -2.027
H 9.249 2.918 -0.921
H 10.408 1.693 -0.551
H 8.177 0.627 -0.404
H 9.238 -0.046 -1.671
H 6.178 2.394 -3.166
H 6.923 3.023 -1.827
H 5.004 0.640 -1.764
H 4.597 2.364 -1.402
H 5.414 0.261 1.619
H 4.558 -0.319 0.157
H 3.972 1.143 0.959
C -1.841 -3.577 0.242
O -3.034 -4.118 0.855
C -3.394 -3.607 2.120
C -4.803 -3.994 2.321
N -5.738 -3.261 1.371
H -5.943 -2.344 1.740
H -5.236 -3.090 0.512
C -7.080 -3.971 1.097
C -8.128 -3.772 2.240
O -7.765 -4.449 3.484
C -7.720 -5.891 3.259
H -0.856 -3.820 0.640
H -1.967 -2.521 0.005
H -1.924 -3.944 -0.781
H -3.261 -2.526 2.083
H -2.766 -4.021 2.908
H -5.155 -3.698 3.309
H -4.959 -5.068 2.218
H -6.840 -5.013 0.885
H -7.474 -3.581 0.158
H -9.077 -4.082 1.804
H -8.191 -2.691 2.366
H -6.757 -6.213 2.862
H -8.558 -6.370 2.753
H -7.656 -6.246 4.288
C 0.160 -6.415 2.551
O -0.137 -5.404 3.532
C 0.488 -5.602 4.764
C -0.152 -4.470 5.638
N 0.305 -3.010 5.185
H 0.011 -2.383 5.920
H 1.302 -2.852 5.157
C -0.141 -2.342 3.849
C 0.190 -0.906 4.040
O -0.216 -0.419 5.369
C -1.609 -0.169 5.432
H 1.231 -6.557 2.410
H -0.469 -6.297 1.668
H -0.112 -7.407 2.912
H 1.570 -5.473 4.744
H 0.266 -6.582 5.186
H 0.348 -4.545 6.603
H -1.235 -4.487 5.753
H -1.226 -2.440 3.809
H 0.323 -2.842 2.999
H -0.370 -0.351 3.287
H 1.251 -0.747 3.847
H -1.774 0.308 6.398
H -2.249 -1.047 5.355
H -1.993 0.389 4.578
C 4.293 -7.031 -2.550
O 3.241 -6.098 -2.682
C 3.518 -4.695 -2.772
C 2.116 -3.964 -2.642
N 1.205 -4.191 -3.854
H 1.633 -3.871 -4.711
H 1.047 -5.179 -3.990
C -0.127 -3.477 -3.637
C -1.143 -3.918 -4.691
O -1.775 -5.096 -4.297
C -2.898 -5.308 -5.148
H 5.183 -6.761 -1.981
H 4.685 -7.101 -3.564
H 4.004 -8.078 -2.459
H 4.102 -4.458 -3.661
H 4.067 -4.429 -1.869
H 2.151 -2.884 -2.495
H 1.653 -4.438 -1.777
H 0.138 -2.444 -3.862
H -0.511 -3.536 -2.619
H -0.641 -3.928 -5.658
H -1.947 -3.183 -4.740
H -2.757 -5.092 -6.207
H -3.682 -4.598 -4.886
H -3.251 -6.337 -5.070
C -2.068 3.614 -2.472
O -2.162 2.196 -2.295
C -2.174 1.719 -0.941
C -2.817 0.323 -0.954
N -4.283 0.382 -1.423
H -4.349 0.923 -2.274
H -4.624 -0.547 -1.622
C -5.261 1.096 -0.461
C -6.393 1.690 -1.282
O -5.714 2.556 -2.252
C -6.529 3.640 -2.709
H -1.815 3.789 -3.517
H -1.430 4.105 -1.737
H -3.048 4.088 -2.426
H -2.754 2.406 -0.325
H -1.112 1.782 -0.705
H -2.801 -0.092 0.054
H -2.334 -0.361 -1.651
H -4.796 1.800 0.230
H -5.552 0.261 0.177
H -7.032 2.200 -0.560
H -7.073 0.980 -1.752
H -6.769 4.213 -1.813
H -7.501 3.288 -3.053
H -6.017 4.242 -3.460

Summary:
Gap between HOMO and LUMO, eV: 3.93
E_HOMO, eV: -14.2
Energy above the lowest of the compared OMol25 structures with the same formula, charge and spin, kcal per mole: 0.0
2S+1: 1
DFT total energy, eV: -108528.3283
Net charge: +5
E_LUMO, eV: -10.321


Entry from OMol25: C25H28F5IrO2S as an isolated structure at a distorted geometry (ωB97M-V/def2-TZVPD).

Atoms and positions in Å:
O -0.577 1.737 -3.299
C 0.626 2.538 -3.019
C -0.152 3.850 -3.068
H 1.363 2.290 -3.771
H 0.893 2.323 -1.979
C -1.403 2.911 -3.125
H -0.062 4.539 -3.909
H 0.012 4.372 -2.110
C -2.606 2.966 -4.052
H -2.392 3.020 -5.133
H -3.151 3.893 -3.793
H -3.239 2.032 -3.846
C -2.062 2.854 -1.778
H -1.346 2.994 -0.970
H -2.516 1.864 -1.624
H -2.828 3.646 -1.720
Ir 0.603 -0.459 1.342
C 1.338 1.841 2.728
C 2.127 0.701 2.400
C 2.217 0.603 0.941
H 2.775 0.178 3.091
C 1.189 1.526 0.461
C 0.793 2.370 1.568
H 0.205 3.280 1.489
H 1.294 2.338 3.707
H 2.976 0.075 0.401
H 0.926 1.577 -0.580
C -1.432 -1.029 2.531
C -1.675 0.388 2.457
C -1.538 0.781 1.100
H -1.874 1.011 3.321
C -1.251 -0.397 0.287
C -1.228 -1.537 1.209
H -1.203 -2.586 0.956
H -1.524 -1.603 3.440
H -1.672 1.749 0.636
H -1.070 -0.499 -0.787
O 1.113 -1.049 -2.030
C -0.003 -0.937 -2.949
C 0.276 -1.426 -4.371
H -0.171 0.108 -3.297
H -0.896 -1.423 -2.436
C 1.485 -2.383 -4.115
H 0.496 -0.511 -4.991
H -0.644 -1.870 -4.810
C 1.688 -2.312 -2.568
H 2.362 -2.059 -4.737
H 1.163 -3.392 -4.404
H 2.698 -2.436 -2.180
H 1.040 -3.149 -2.220
F -0.323 -3.494 7.582
C 0.134 -3.236 6.311
C 0.577 -1.930 5.980
F 0.566 -0.915 6.904
C 1.008 -1.692 4.668
F 1.378 -0.383 4.467
C 1.050 -2.683 3.660
S 1.666 -2.335 2.025
C 0.550 -3.963 4.000
F 0.469 -4.934 3.052
C 0.113 -4.243 5.308
F -0.333 -5.487 5.650

Summary:
Gap between HOMO and LUMO (alpha / beta), eV: 6.07 / 5.88
E_HOMO (alpha / beta), eV: -5.6 / -7.7
2S+1: 5
DFT total energy, eV: -57725.2600
Net charge: 0
E_LUMO (alpha / beta), eV: 0.509 / -1.791


Entry from OMol25: one molecule with the formula C25H33NO6 (ωB97M-V/def2-TZVPD).

Atoms and positions in Å:
C -0.898 4.651 1.041
C -1.007 3.190 1.446
O -0.343 2.318 0.529
C 0.965 2.120 0.715
O 1.611 2.684 1.558
C 1.536 1.070 -0.239
C 2.146 1.795 -1.455
C 1.225 2.820 -2.115
O 1.416 4.051 -1.451
C 0.739 5.148 -1.885
C -0.240 5.144 -2.871
C -0.876 6.326 -3.214
C -0.548 7.515 -2.590
C 0.434 7.521 -1.612
C 1.075 6.352 -1.262
C 0.480 0.049 -0.677
C 0.005 -0.798 0.498
N 1.121 -1.500 1.104
C 0.668 -2.424 2.133
C -0.148 -3.536 1.533
C 0.446 -4.378 0.605
C -0.291 -5.400 0.032
O 0.184 -6.304 -0.896
C 1.531 -6.202 -1.282
C -1.632 -5.589 0.382
O -2.358 -6.595 -0.179
C -2.232 -4.737 1.315
O -3.542 -4.989 1.592
C -4.202 -4.157 2.511
C -1.478 -3.716 1.882
C 2.087 -0.549 1.621
C 2.650 0.309 0.493
H -1.439 5.265 1.756
H -1.317 4.808 0.051
H 0.145 4.953 1.032
H -0.571 3.046 2.440
H -2.048 2.857 1.444
H 2.436 1.044 -2.191
H 3.042 2.328 -1.134
H 1.491 2.931 -3.177
H 0.177 2.505 -2.048
H -0.519 4.231 -3.375
H -1.638 6.310 -3.981
H -1.050 8.430 -2.865
H 0.703 8.444 -1.120
H 1.843 6.338 -0.505
H -0.379 0.542 -1.129
H 0.931 -0.614 -1.418
H -0.710 -1.545 0.143
H -0.510 -0.156 1.237
H 0.083 -1.905 2.914
H 1.559 -2.848 2.607
H 1.476 -4.208 0.340
H 1.694 -7.005 -2.000
H 1.739 -5.240 -1.760
H 2.202 -6.337 -0.428
H -1.771 -7.068 -0.786
H -3.742 -4.205 3.504
H -5.221 -4.534 2.569
H -4.222 -3.115 2.171
H -1.922 -3.048 2.603
H 2.902 -1.107 2.090
H 1.639 0.106 2.391
H 3.364 1.020 0.910
H 3.165 -0.335 -0.221

Summary:
Gap between HOMO and LUMO, eV: 8.56
SMILES: CCOC(=O)C1(CCOc2ccccc2)CCN(Cc2cc(OC)c(O)c(OC)c2)CC1
E_HOMO, eV: -7.9
Energy above the lowest of the compared OMol25 structures with the same formula, charge and spin, kcal per mole: 66.1
2S+1: 1
DFT total energy, eV: -40235.3622
Net charge: 0
E_LUMO, eV: 0.677


Entry from OMol25: C5H11BO2 as an isolated structure at a distorted geometry (ωB97M-V/def2-TZVPD).

Atoms and positions in Å:
B 1.562 0.494 1.897
C 0.626 0.904 -0.314
C -0.269 -0.074 0.520
C 1.343 0.347 -1.451
C -1.508 0.584 1.129
C -0.533 -1.488 -0.160
O 1.832 1.441 0.944
O 0.562 -0.448 1.670
H 2.212 0.518 2.865
H 0.381 1.939 -0.660
H 1.663 -0.706 -1.437
H 2.227 1.002 -1.648
H 0.711 0.433 -2.306
H -1.673 0.068 2.007
H -2.494 0.511 0.586
H -1.349 1.662 1.342
H -1.380 -2.032 0.171
H 0.251 -2.205 0.184
H -0.543 -1.531 -1.275

Summary:
Gap between HOMO and LUMO (alpha / beta), eV: 6.20 / 7.47
E_HOMO (alpha / beta), eV: -5.4 / -11.0
Energy above the lowest of the compared OMol25 structures with the same formula, charge and spin, kcal per mole: 37.2
2S+1: 3
DFT total energy, eV: -10129.9464
Net charge: 0
E_LUMO (alpha / beta), eV: 0.820 / -3.553


Entry from OMol25: one molecule with the formula C5H12N2O at a distorted geometry (ωB97M-V/def2-TZVPD).

Atoms and positions in Å:
C 1.192 1.652 -1.265
C -0.050 0.819 -0.991
N -1.412 1.342 -1.323
C -0.132 0.150 0.405
O -0.238 0.827 1.375
N 0.068 -1.284 0.291
C 1.380 -1.438 0.951
C -1.012 -2.036 0.835
H 0.874 2.258 -2.152
H 1.572 2.431 -0.508
H 2.040 1.101 -1.610
H 0.158 -0.126 -1.715
H -1.577 1.052 -2.278
H -1.533 2.363 -1.325
H 1.495 -1.949 1.941
H 1.909 -1.989 0.285
H 1.906 -0.394 0.936
H -1.966 -1.644 0.391
H -1.009 -1.789 2.053
H -0.826 -3.220 0.602

Summary:
Gap between HOMO and LUMO, eV: 9.90
SMILES: C[C@H](N)C(=O)N(C)C
E_HOMO, eV: -9.0
Energy above the lowest of the compared OMol25 structures with the same formula, charge and spin, kcal per mole: 85.3
2S+1: 1
DFT total energy, eV: -10404.7252
Net charge: 0
E_LUMO, eV: 0.909